{"formula": "C18H50FO16V", "method": "ωB97M-V/def2-TZVPD", "symbols": ["V", "F", "C", "C", "C", "O", "C", "C", "C", "O", "O", "O", "H", "H", "C", "O", "H", "H", "H", "H", "C", "O", "H", "H", "H", "H", "C", "O", "H", "H", "H", "H", "C", "O", "H", "H", "H", "H", "C", "O", "H", "H", "H", "H", "C", "O", "H", "H", "H", "H", "C", "O", "H", "H", "H", "H", "C", "O", "H", "H", "H", "H", "C", "O", "H", "H", "H", "H", "C", "O", "H", "H", "H", "H", "C", "O", "H", "H", "H", "H", "C", "O", "H", "H", "H", "H"], "coordinates": [[-1.858, 11.196, -9.254], [-1.859, 11.087, -11.339], [0.021, 14.960, -9.745], [-0.752, 13.787, -9.441], [-2.328, 13.948, -9.200], [-2.942, 12.922, -9.108], [-2.850, 15.242, -9.137], [-2.090, 16.306, -9.407], [-0.569, 16.157, -9.723], [0.236, 17.146, -9.993], [-2.706, 17.453, -9.388], [-0.353, 12.619, -9.409], [1.075, 14.850, -9.955], [-3.886, 15.282, -8.835], [-2.431, 11.853, -6.082], [-1.468, 11.565, -7.155], [-3.187, 11.071, -6.153], [-2.024, 11.771, -5.074], [-2.883, 12.835, -6.223], [-0.627, 11.775, -6.741], [-4.627, 16.619, -6.157], [-4.492, 16.563, -4.742], [-5.351, 17.372, -6.468], [-3.637, 16.700, -6.604], [-5.002, 15.670, -6.540], [-4.139, 17.395, -4.417], [-4.315, 20.083, -7.883], [-4.813, 19.539, -9.141], [-4.539, 19.400, -7.064], [-3.239, 20.252, -7.940], [-4.777, 21.023, -7.584], [-4.188, 18.863, -9.413], [0.197, 13.761, -13.439], [-0.048, 12.370, -13.437], [-0.216, 14.223, -12.542], [1.272, 13.881, -13.572], [-0.330, 14.229, -14.272], [0.765, 12.009, -13.075], [0.864, 9.722, -8.594], [-0.414, 9.666, -9.174], [1.654, 9.707, -9.345], [0.939, 10.693, -8.103], [1.073, 8.983, -7.821], [-0.581, 8.780, -9.502], [3.279, 12.891, -8.884], [3.779, 13.005, -10.173], [2.296, 13.354, -8.801], [3.238, 11.834, -8.621], [3.863, 13.324, -8.072], [3.216, 12.508, -10.772], [-6.380, 17.194, -10.547], [-5.128, 17.136, -11.209], [-6.433, 16.548, -9.670], [-6.414, 18.201, -10.131], [-7.173, 17.016, -11.273], [-4.390, 17.019, -10.607], [3.559, 16.092, -10.959], [3.097, 17.355, -11.440], [3.162, 15.277, -11.565], [4.644, 16.059, -11.055], [3.293, 15.922, -9.916], [2.202, 17.415, -11.097], [-5.573, 13.829, -11.457], [-5.188, 12.645, -12.134], [-4.642, 14.308, -11.153], [-6.064, 14.459, -12.199], [-6.292, 13.709, -10.647], [-4.437, 12.905, -12.674], [-1.381, 20.444, -10.803], [-0.021, 20.001, -10.927], [-1.451, 21.483, -11.124], [-2.002, 19.844, -11.469], [-1.720, 20.382, -9.769], [0.010, 19.168, -10.451], [-0.796, 15.764, -5.717], [0.401, 15.034, -5.467], [-0.820, 16.740, -5.232], [-0.983, 15.840, -6.788], [-1.651, 15.262, -5.263], [0.525, 15.198, -4.530], [-0.450, 19.051, -7.108], [0.709, 18.393, -7.531], [-1.308, 18.390, -7.231], [-0.370, 19.148, -6.026], [-0.479, 20.000, -7.644], [0.493, 17.889, -8.319]], "forces_ev_per_angstrom": [[0.40, 0.02, -2.51], [-0.25, -0.16, 2.37], [0.76, -4.14, 0.47], [-2.10, -0.26, -0.06], [3.46, 2.05, -0.83], [-1.91, -2.41, 0.42], [-0.98, -3.55, 0.83], [-0.49, 6.03, -0.43], [0.55, 5.41, -0.90], [-2.82, -1.68, 0.72], [2.77, -2.32, -0.35], [0.59, 0.68, 0.06], [0.09, 0.16, -0.13], [-0.12, 0.53, -0.22], [-0.61, -0.60, -0.58], [-0.48, 0.21, 1.96], [-0.16, 0.23, -0.06], [0.51, 0.09, -0.27], [0.10, -0.07, -0.08], [0.44, 0.01, -0.55], [0.22, -0.35, 0.13], [-0.24, -0.44, 0.03], [0.32, 0.24, -0.16], [-0.03, 0.62, -0.36], [-0.20, -0.21, 0.47], [-0.03, 0.09, -0.15], [-0.11, -0.67, -0.63], [0.03, 1.14, 1.34], [0.18, -0.22, 0.06], [0.07, -0.05, 0.05], [-0.28, 0.04, -0.71], [0.26, -0.10, -0.02], [-0.19, -0.18, -0.46], [0.18, -0.09, -0.07], [0.34, 0.19, 0.34], [-0.03, 0.81, 0.20], [0.10, -0.10, -0.14], [-0.35, -0.54, 0.03], [1.07, 0.96, 0.58], [-0.36, -0.92, 0.07], [-0.09, -0.19, -0.13], [0.02, 0.02, -0.09], [-0.36, -0.32, -0.18], [-0.08, -0.02, -0.32], [-0.82, -0.72, 0.97], [0.91, 0.63, -0.61], [-0.27, -0.17, 0.12], [-0.43, -0.22, 0.22], [0.64, 0.43, -0.70], [-0.03, -0.01, 0.07], [0.79, 1.08, 0.58], [0.14, -0.69, -0.88], [-0.17, -0.57, -0.17], [-0.79, 0.12, -0.06], [0.11, -0.11, 0.18], [-0.11, 0.16, 0.34], [0.16, 0.31, -0.49], [0.14, -0.62, 0.42], [-0.10, -0.17, -0.03], [-0.05, 0.06, 0.08], [0.02, 0.04, 0.16], [-0.26, 0.42, -0.11], [0.35, 0.55, -1.16], [-0.41, -0.66, 0.45], [-0.35, 0.46, 0.55], [-0.05, 0.51, 0.18], [0.35, -0.62, 0.09], [0.09, -0.33, -0.06], [0.55, -0.11, -0.40], [-0.48, 0.45, 0.24], [0.18, -0.03, 0.01], [-0.35, -0.01, 0.19], [-0.18, -0.09, -0.01], [0.19, -0.23, -0.04], [-0.67, -0.23, 0.20], [-0.43, 0.37, 0.07], [0.45, 0.30, -0.38], [0.25, 0.14, 0.08], [-0.26, -0.37, -0.12], [0.59, -0.31, 0.11], [0.19, -0.42, 0.38], [0.82, -0.73, 0.15], [-0.49, 0.41, -0.48], [0.09, 0.63, 0.04], [-0.75, 0.17, 0.31], [0.22, 0.18, -0.21]], "charge": 0, "multiplicity": 5, "s_squared": 6.0569, "homo_ev": [-8.44, -9.42]}

---

{"formula": "C38H92Cl2O23P2", "method": "ωB97M-V/def2-TZVPD", "symbols": ["Cl", "C", "C", "Cl", "H", "H", "H", "H", "C", "O", "P", "O", "O", "C", "O", "C", "H", "H", "H", "H", "H", "H", "H", "H", "H", "C", "O", "P", "O", "O", "C", "O", "C", "H", "H", "H", "H", "H", "H", "H", "H", "H", "C", "O", "C", "C", "O", "C", "C", "O", "C", "H", "H", "H", "H", "H", "H", "H", "H", "H", "H", "H", "H", "H", "H", "C", "O", "C", "C", "O", "C", "C", "O", "C", "H", "H", "H", "H", "H", "H", "H", "H", "H", "H", "H", "H", "H", "H", "C", "O", "C", "C", "O", "C", "C", "O", "C", "H", "H", "H", "H", "H", "H", "H", "H", "H", "H", "H", "H", "H", "H", "C", "O", "C", "C", "O", "C", "C", "O", "C", "H", "H", "H", "H", "H", "H", "H", "H", "H", "H", "H", "H", "H", "H", "C", "O", "C", "C", "O", "C", "C", "O", "C", "H", "H", "H", "H", "H", "H", "H", "H", "H", "H", "H", "H", "H", "H"], "coordinates": [[7.470, -0.816, -0.307], [5.704, -0.712, -0.796], [5.521, 0.121, -2.093], [3.828, -0.005, -2.764], [5.089, -0.301, 0.004], [5.229, -1.674, -0.985], [6.154, -0.439, -2.781], [5.816, 1.170, -2.121], [4.102, -5.973, -3.474], [4.511, -4.811, -2.853], [6.036, -4.565, -2.304], [6.866, -5.797, -2.456], [6.527, -3.306, -3.203], [7.954, -2.963, -3.011], [5.799, -3.845, -0.857], [6.195, -4.492, 0.367], [3.578, -5.670, -4.381], [3.474, -6.574, -2.816], [4.893, -6.681, -3.720], [8.287, -2.585, -2.045], [8.196, -2.216, -3.767], [8.547, -3.852, -3.227], [6.487, -5.540, 0.295], [5.367, -4.348, 1.061], [7.090, -4.027, 0.779], [0.104, 0.414, -1.549], [0.644, -0.920, -1.458], [1.130, -1.437, -0.013], [2.146, -0.620, 0.678], [1.500, -3.043, -0.262], [2.529, -3.498, -1.124], [-0.316, -1.492, 0.830], [-0.749, -0.336, 1.583], [0.051, 0.797, -2.568], [0.644, 1.191, -1.007], [-0.925, 0.200, -1.262], [3.305, -4.068, -0.612], [3.061, -2.751, -1.714], [2.009, -4.128, -1.846], [-0.745, -0.517, 2.658], [-1.796, -0.197, 1.316], [-0.256, 0.632, 1.495], [-3.673, -0.093, 3.970], [-3.713, 0.165, 5.358], [-4.629, -0.625, 6.042], [-6.009, 0.135, 6.236], [-6.124, 1.360, 6.882], [-5.435, 2.447, 6.304], [-5.900, 3.677, 7.126], [-5.414, 4.875, 6.574], [-5.535, 6.063, 7.336], [-4.676, -0.191, 3.553], [-3.152, -1.021, 3.734], [-3.094, 0.675, 3.458], [-4.123, -0.650, 7.008], [-4.730, -1.674, 5.763], [-6.715, -0.476, 6.798], [-6.379, 0.292, 5.222], [-5.732, 2.563, 5.261], [-4.352, 2.373, 6.403], [-5.675, 3.663, 8.192], [-6.988, 3.658, 7.201], [-5.065, 6.113, 8.318], [-6.526, 6.511, 7.266], [-5.019, 6.841, 6.776], [-1.355, -1.482, 7.574], [-0.812, -2.019, 6.388], [-0.719, -3.392, 6.274], [0.031, -3.775, 5.005], [1.322, -3.188, 5.129], [2.197, -3.285, 4.028], [2.569, -4.779, 3.736], [1.650, -5.684, 3.263], [1.356, -5.597, 1.845], [-1.552, -0.415, 7.476], [-0.611, -1.685, 8.345], [-2.311, -1.940, 7.828], [-1.658, -3.932, 6.391], [-0.069, -3.606, 7.123], [-0.540, -3.516, 4.113], [0.079, -4.852, 5.164], [2.965, -2.527, 4.183], [1.702, -2.811, 3.181], [3.078, -5.102, 4.644], [3.290, -4.697, 2.922], [0.528, -6.182, 1.444], [2.303, -5.832, 1.359], [1.183, -4.605, 1.429], [3.386, 4.229, -8.582], [4.283, 3.579, -9.448], [3.990, 2.322, -10.052], [3.929, 1.218, -8.975], [2.900, 1.344, -7.980], [1.599, 0.951, -8.250], [0.600, 1.245, -7.117], [0.887, 0.645, -5.819], [1.717, 1.294, -4.892], [2.324, 3.992, -8.509], [3.412, 5.297, -8.795], [3.703, 4.096, -7.547], [4.795, 2.089, -10.750], [3.089, 2.454, -10.652], [4.838, 1.356, -8.390], [3.973, 0.207, -9.382], [1.425, -0.093, -8.512], [1.352, 1.552, -9.125], [-0.397, 0.860, -7.330], [0.616, 2.331, -7.021], [2.724, 1.487, -5.262], [1.692, 0.615, -4.039], [1.092, 2.179, -4.769], [-4.821, -4.800, -2.146], [-3.480, -4.475, -1.884], [-2.983, -3.515, -2.762], [-1.425, -3.180, -2.703], [-0.753, -3.153, -4.006], [-0.738, -1.994, -4.735], [-1.997, -1.544, -5.549], [-2.971, -0.994, -4.730], [-2.852, 0.367, -4.369], [-5.410, -4.101, -1.552], [-4.987, -5.837, -1.857], [-5.084, -4.756, -3.203], [-3.518, -2.591, -2.540], [-3.230, -3.688, -3.809], [-0.862, -4.021, -2.299], [-1.226, -2.290, -2.104], [-0.102, -2.385, -5.529], [-0.063, -1.291, -4.247], [-2.381, -2.328, -6.201], [-1.760, -0.718, -6.219], [-2.989, 1.008, -5.239], [-1.857, 0.566, -3.972], [-3.563, 0.472, -3.549], [-0.791, 3.906, 1.853], [-1.543, 3.265, 2.882], [-2.109, 3.914, 4.038], [-3.192, 4.970, 3.572], [-2.545, 6.148, 3.113], [-3.446, 7.126, 2.730], [-2.675, 8.332, 2.109], [-1.914, 9.149, 3.080], [-2.655, 10.047, 3.810], [0.125, 4.333, 2.261], [-1.533, 4.641, 1.541], [-0.517, 3.176, 1.091], [-1.308, 4.300, 4.669], [-2.436, 3.026, 4.580], [-3.833, 5.143, 4.437], [-3.729, 4.388, 2.823], [-3.833, 7.475, 3.687], [-4.164, 6.836, 1.963], [-3.340, 8.895, 1.454], [-1.985, 7.914, 1.376], [-1.927, 10.583, 4.420], [-3.389, 9.598, 4.479], [-3.161, 10.726, 3.124]], "forces_ev_per_angstrom": [[-1.47, 0.10, -0.26], [-1.20, 1.11, -0.22], [0.67, -1.25, -0.25], [0.91, -0.03, 0.73], [0.56, 0.27, 0.32], [0.88, -0.22, -0.03], [-0.16, 0.39, -0.50], [-0.16, -0.19, 0.50], [-0.40, -1.76, -0.93], [2.24, 2.17, 1.86], [-0.38, -0.57, -1.65], [-0.87, 1.70, 1.10], [0.32, -0.54, 1.58], [0.27, -0.50, -0.98], [0.68, -1.44, -0.99], [0.31, 0.15, 0.35], [-0.13, -0.30, 0.07], [-0.47, 0.33, 0.08], [0.43, 0.45, -0.18], [-0.89, -0.06, 0.16], [-0.27, -0.03, 0.06], [-0.08, -0.05, -0.07], [-0.52, -0.12, -0.53], [0.05, -0.17, 0.05], [-0.14, 0.48, -0.14], [-1.04, -0.29, -0.21], [1.69, -0.43, 0.44], [-1.13, -0.51, 0.05], [-0.36, -0.68, -0.38], [-1.41, 3.04, 1.42], [0.24, -0.47, -1.36], [2.33, -0.14, -0.85], [-0.95, 0.11, 0.61], [0.38, -0.73, -0.24], [-0.04, -0.43, 0.55], [-0.18, 1.10, 0.41], [-0.33, 0.02, 0.38], [-0.29, 0.47, 0.26], [0.30, -0.19, -0.04], [0.22, -0.50, 0.02], [0.04, 0.06, -0.12], [0.56, -0.37, -0.75], [0.16, -0.09, -0.27], [0.62, 0.00, -1.65], [-0.56, 1.72, 2.90], [0.00, -1.27, -1.09], [1.18, 0.21, 0.72], [-0.23, 1.25, 1.24], [-0.71, 0.12, 0.41], [0.48, 0.12, -0.19], [0.13, 0.99, -1.34], [-0.10, 0.28, -0.15], [0.09, -0.43, 0.26], [-0.28, 0.34, 0.17], [-0.47, -0.34, 0.59], [-0.24, 0.08, -0.74], [0.12, -0.46, -0.29], [-0.35, -0.23, -0.38], [0.11, 0.10, -0.24], [0.04, -0.24, -0.23], [0.88, -0.60, 0.13], [-0.45, 0.11, -0.66], [-0.37, -0.73, 0.26], [-0.58, -0.64, 0.78], [0.60, -0.22, -0.26], [0.09, -0.57, 0.29], [-0.82, 1.59, -2.05], [0.94, 0.70, 1.39], [-0.85, 0.63, 1.46], [0.43, -0.90, -0.90], [-2.42, 2.09, 0.21], [1.27, -0.66, -0.87], [-1.43, 0.69, 0.44], [1.10, 0.63, -0.81], [0.38, -0.11, -0.33], [-0.21, 0.22, 0.52], [-0.04, -0.26, 0.09], [-0.22, -0.05, -0.23], [0.18, -1.26, 0.16], [0.55, 0.12, -0.34], [0.58, -0.60, -0.72], [0.88, -1.01, 0.52], [-0.53, -0.64, -0.72], [-0.42, -0.55, -0.01], [0.58, 0.59, 0.07], [0.20, -0.55, 1.03], [-0.05, -0.64, -0.23], [-0.22, 0.68, 0.83], [-0.02, 0.57, 0.96], [0.29, -0.23, -0.64], [-0.88, 0.31, 1.12], [-0.13, 0.34, 0.26], [1.12, -0.12, 1.03], [-0.97, -0.11, -0.81], [1.46, 0.37, 1.37], [-0.43, -1.62, -2.41], [-1.23, 0.34, -0.91], [-0.12, -0.77, -0.96], [0.23, 0.03, -0.14], [0.29, 0.00, 0.13], [0.15, 0.10, 0.18], [-0.34, -0.38, 0.00], [0.08, -0.07, -0.02], [-0.29, -0.10, -0.26], [0.78, -0.44, -0.14], [-1.07, -0.07, -0.23], [0.15, 0.22, -0.47], [-0.45, 0.29, 0.33], [0.00, 0.06, 0.15], [0.26, 0.45, 0.12], [0.96, 0.89, 1.17], [0.01, -0.06, 0.31], [1.37, -1.12, -0.21], [0.84, 2.04, -0.51], [-0.30, -1.52, -0.82], [-2.10, -1.16, 2.43], [1.05, -0.21, -2.82], [1.36, 1.32, 0.99], [-1.88, -0.64, 0.88], [0.61, -1.01, 0.10], [-0.63, -0.17, -0.19], [-0.06, 0.13, 0.36], [0.08, 0.33, -0.13], [-0.02, 0.47, -0.01], [0.06, -0.59, -0.16], [-0.45, -0.06, 0.73], [0.01, 0.11, -0.27], [0.38, 0.65, -0.66], [-0.78, 0.95, 0.12], [-0.22, -0.33, 0.55], [0.98, -0.13, -0.44], [-0.40, 0.25, 0.09], [0.26, 0.11, 0.08], [-0.16, 0.55, -0.37], [-1.28, 0.69, 1.44], [0.33, -1.94, 0.26], [0.66, 0.53, -1.69], [1.65, -1.63, 1.54], [0.43, -1.82, -0.41], [1.01, 2.42, 0.29], [0.58, -0.38, 0.92], [-0.21, -2.49, -2.21], [-0.28, 0.72, 0.19], [0.01, 0.37, -0.11], [0.96, 0.54, -1.05], [-0.34, -0.06, 0.07], [0.03, 0.71, -0.09], [-0.98, 0.40, 0.11], [-0.32, 0.38, -0.01], [-0.36, 0.54, -0.48], [-1.22, 0.22, -0.26], [-0.37, -0.42, 0.30], [-0.36, 0.65, 0.56], [0.59, 0.02, 0.41], [-0.20, 0.21, 0.02], [-0.18, -0.20, 0.08], [-0.23, 0.39, 0.17]], "charge": 1, "multiplicity": 2, "s_squared": 0.7562, "homo_ev": [-10.61, -10.61]}